Below is C4H5NO in the gas phase in a non-equilibrium geometry, with properties calculated with ωB97M-V with the def2-TZVPD basis set.

Highest occupied orbital energy = -10.890 eV
Structure (SMILES) = N#CC[C@H]1CO1
Kohn-Sham gap = 11.76 eV
Max |F| = 1.1 eV Å⁻¹
DFT total energy = -285.35474 Ha
Lowest unoccupied orbital energy = 0.9 eV

```
11
C4H5NO (ωB97M-V with the def2-TZVPD basis set)
N -1.7329 0.8563 -2.0586
C -0.9239 0.9648 -1.2392
C 0.1150 1.1031 -0.2134
C 0.1406 -0.0430 0.7941
C 0.1797 -1.4417 0.3703
O 1.3469 -0.7828 0.8422
H -0.0342 2.0589 0.2987
H 1.0906 1.1437 -0.7089
H -0.2813 0.1881 1.7720
H -0.2168 -2.2124 1.0301
H 0.1669 -1.6791 -0.6934
```

Taken from the natural (NBO) analysis, the atomic charges in e are: N -0.320; C 0.285; C -0.545; C 0.059; C -0.106; O -0.479; H 0.257; H 0.272; H 0.194; H 0.191; H 0.192

***

Below is a molecular structure, C25H27AsInN7OS4Se, with properties calculated with ωB97M-V with the def2-TZVPD basis set.

Highest occupied orbital energy = -1.850 eV
Kohn-Sham gap = 5.92 eV
Max |F| = 0.2 eV Å⁻¹
DFT total energy = -7847.72436 Ha
Net charge = -2
Lowest unoccupied orbital energy = 4.1 eV

```
67
C25H27AsInN7OS4Se (ωB97M-V with the def2-TZVPD basis set)
In 0.3079 -0.6777 0.3892
C 5.7744 0.2568 -3.2252
C 4.3386 0.4197 -2.8031
C 3.3033 -0.1598 -3.5249
C 1.9938 -0.0825 -3.0770
C 1.6658 0.5904 -1.9066
N 0.3416 0.5953 -1.4192
C -0.4283 1.6547 -1.7708
C 0.0169 2.6678 -2.6554
C -0.7842 3.7229 -3.0481
C -2.0843 3.8748 -2.5842
C -2.9404 5.0517 -2.9695
C -2.5367 2.9073 -1.6966
C -1.7567 1.8307 -1.3077
N -2.3582 0.9020 -0.4100
C -3.6238 0.4438 -0.4519
C -3.8702 -0.2088 0.7340
C -2.6687 -0.1123 1.4444
N -1.7589 0.5673 0.7538
C 2.7129 1.1845 -1.1928
C 4.0252 1.0865 -1.6262
N 2.4500 1.8678 0.0233
C 3.0705 2.9674 0.5064
C 2.5827 3.1878 1.7701
C 1.6621 2.1452 1.9836
N 1.5879 1.3686 0.9244
H 5.8466 0.0003 -4.2830
H 6.3457 1.1712 -3.0559
H 6.2541 -0.5411 -2.6539
H 3.5279 -0.7064 -4.4344
H 1.1881 -0.5613 -3.6198
H 1.0195 2.5969 -3.0547
H -0.3758 4.4552 -3.7389
H -2.6494 5.4437 -3.9460
H -3.9954 4.7755 -3.0240
H -2.8552 5.8720 -2.2500
H -3.5313 2.9885 -1.2709
H -4.2288 0.5899 -1.3300
H -4.7631 -0.7397 1.0116
H -2.4032 -0.5432 2.3986
H 4.8152 1.4820 -0.9986
H 3.7953 3.4976 -0.0870
H 2.8623 3.9721 2.4510
H 1.0802 1.8944 2.8550
S 3.8817 -0.4396 3.0467
As 2.4530 -1.8883 2.4820
S 2.3512 -2.0581 0.2373
S 0.3511 -1.1107 2.8161
S 2.6175 -3.7990 3.3728
C -3.2655 -3.6257 1.9759
N -2.1632 -3.8187 2.8950
C -0.9846 -4.4397 2.3178
C -2.2299 -3.3074 4.1490
C -1.0659 -3.5952 5.0691
O -3.2064 -2.6717 4.5477
H -3.6281 -4.5932 1.6134
H -2.9478 -3.0448 1.1090
H -4.0711 -3.1125 2.4935
H -1.1805 -5.4936 2.0899
H -0.1143 -4.3678 2.9642
H -0.7240 -3.9287 1.3878
H -0.1438 -3.1423 4.7032
H -0.8886 -4.6694 5.1488
H -1.3083 -3.1875 6.0470
Se -3.4115 -2.9920 -2.3489
C -2.0688 -2.4017 -1.3114
N -1.2081 -2.0118 -0.6347
```

Taken from the natural (NBO) analysis, the atomic charges in e are: In 1.404; C -0.623; C -0.023; C -0.209; C -0.234; C 0.244; N -0.761; C 0.197; C -0.241; C -0.203; C -0.114; C -0.610; C -0.186; C 0.071; N -0.165; C -0.001; C -0.340; C -0.005; N -0.314; C 0.114; C -0.210; N -0.166; C -0.031; C -0.331; C 0.015; N -0.270; H 0.202; H 0.204; H 0.223; H 0.197; H 0.225; H 0.206; H 0.190; H 0.201; H 0.203; H 0.200; H 0.203; H 0.227; H 0.232; H 0.249; H 0.216; H 0.211; H 0.216; H 0.240; S -0.790; As 1.004; S -0.705; S -0.753; S -0.788; C -0.419; N -0.432; C -0.427; C 0.697; C -0.722; O -0.695; H 0.180; H 0.215; H 0.227; H 0.169; H 0.258; H 0.221; H 0.276; H 0.212; H 0.219; Se -0.354; C 0.182; N -0.628

***

Below is 12 unconnected molecules or ions with the total composition C17H36N12O14 in a non-equilibrium geometry, with properties calculated with ωB97M-V with the def2-TZVPD basis set.

Highest occupied orbital energy = -10.778 eV
Structure (SMILES) = C[N+](=O)[O-].C[N+](=O)[O-].C[N+](=O)[O-].C[N+](=O)[O-].C[N+](=O)[O-].C[N+](=O)[O-].C[N+](=O)[O-].CC#N.CC#N.CC#N.CC#N.CC#N
Kohn-Sham gap = 10.18 eV
Max |F| = 2.5 eV Å⁻¹
DFT total energy = -2379.08302 Ha
Lowest unoccupied orbital energy = -0.6 eV

```
79
C17H36N12O14 (ωB97M-V with the def2-TZVPD basis set)
C -4.1055 -4.1692 1.0803
N -5.4566 -3.8618 0.5090
O -5.9306 -4.5752 -0.3523
O -6.0652 -2.9336 0.9868
H -4.0797 -5.1397 1.5147
H -3.9366 -3.4770 1.8687
H -3.4108 -4.1450 0.2475
C 4.2453 0.9564 -1.5689
N 3.2138 1.9342 -1.1880
O 2.9816 2.9047 -1.8922
O 2.6740 1.7464 -0.1092
H 3.7825 -0.0156 -1.3892
H 5.1190 1.0898 -0.8919
H 4.4463 1.0420 -2.6622
C -3.9333 0.3587 -2.9569
N -2.5511 -0.1849 -3.0952
O -2.2093 -1.0923 -2.3890
O -1.8538 0.2520 -4.0354
H -4.5372 -0.1656 -3.7250
H -3.7465 1.3977 -3.1726
H -4.3453 0.0982 -1.9983
C 0.9626 -2.1170 -2.9763
N 2.0665 -2.6812 -2.1557
O 2.5732 -3.7589 -2.4404
O 2.3309 -2.0220 -1.1778
H 0.1223 -2.1404 -2.2545
H 0.8935 -2.7481 -3.8359
H 1.2002 -1.0943 -3.2560
C 1.3293 3.0664 -4.9373
N 1.9819 1.8255 -4.4417
O 1.4627 1.1568 -3.5683
O 3.0871 1.5489 -4.9017
H 2.0997 3.6023 -5.4769
H 1.0362 3.6384 -4.0307
H 0.4995 2.8471 -5.6196
C -0.2172 0.2208 -0.2776
N -0.8801 -0.9360 0.3301
O -0.4389 -2.0504 0.1091
O -1.8353 -0.6424 1.0525
H -0.9421 0.7213 -0.9268
H 0.5902 -0.1713 -0.8583
H 0.2143 0.8175 0.5183
C -0.6933 -2.4693 4.1086
N -1.5988 -3.6132 4.4695
O -1.6916 -4.5612 3.6874
O -2.3175 -3.4821 5.4382
H -1.2457 -1.5472 4.1447
H -0.4154 -2.5971 3.0908
H 0.1207 -2.4178 4.7821
C 0.5246 4.2292 3.6359
C -0.7344 4.3589 4.2697
N -1.7669 4.3440 4.7720
H 1.3269 4.6984 4.2187
H 0.5041 4.7569 2.6903
H 0.7451 3.2094 3.3268
C 0.3409 4.7978 -0.9877
C 1.3391 5.2172 -0.0576
N 2.0358 5.4802 0.7916
H 0.2713 5.5543 -1.7778
H -0.5811 4.8101 -0.4221
H 0.5613 3.8130 -1.3700
C 3.6248 -0.3572 1.9761
C 2.2766 -0.1670 2.4599
N 1.2574 0.0959 2.9190
H 3.6551 -1.1047 1.1915
H 4.2857 -0.6340 2.7633
H 3.9707 0.5181 1.4402
C -3.3557 2.3722 1.6482
C -3.1597 2.1644 0.2501
N -3.0327 2.0238 -0.8872
H -3.9635 1.5510 2.0474
H -3.7833 3.3275 1.7892
H -2.3844 2.2864 2.1903
C 2.4969 -4.9571 0.9002
C 2.7871 -4.0179 1.9938
N 2.9289 -3.2912 2.8883
H 1.4445 -4.8834 0.6522
H 2.7266 -5.9457 1.2851
H 3.0619 -4.6655 0.0259
```

Taken from the Mulliken analysis, the atomic charges in e are: C -0.720; N 0.910; O -0.556; O -0.532; H 0.330; H 0.304; H 0.261; C -0.607; N 0.916; O -0.539; O -0.474; H 0.116; H 0.307; H 0.243; C -0.920; N 1.070; O -0.489; O -0.608; H 0.258; H 0.393; H 0.321; C -0.321; N 0.753; O -0.579; O -0.347; H 0.241; H 0.347; H -0.027; C -0.693; N 0.800; O -0.351; O -0.553; H 0.335; H 0.142; H 0.297; C -0.324; N 1.355; O -0.572; O -0.639; H -0.137; H -0.198; H 0.345; C -0.567; N 0.901; O -0.539; O -0.543; H 0.297; H 0.101; H 0.332; C -0.295; C 0.345; N -0.450; H 0.338; H -0.009; H 0.047; C -0.321; C 0.408; N -0.525; H 0.305; H 0.271; H -0.087; C -0.848; C 0.655; N -0.484; H 0.023; H 0.441; H 0.276; C -0.888; C 0.537; N -0.458; H 0.282; H 0.416; H 0.154; C -0.663; C 0.463; N -0.497; H 0.193; H 0.361; H 0.174

***

Below is C3H8F2N2 in the gas phase in a non-equilibrium geometry, with properties calculated with ωB97M-V with the def2-TZVPD basis set.

Highest occupied orbital energy = -9.346 eV
Structure (SMILES) = NCC(F)(F)CN
Kohn-Sham gap = 10.05 eV
Max |F| = 5.7 eV Å⁻¹
DFT total energy = -428.27431 Ha
Lowest unoccupied orbital energy = 0.7 eV

```
15
C3H8F2N2 (ωB97M-V with the def2-TZVPD basis set)
N 1.9757 -1.1431 -0.0607
C 1.3522 0.0209 -0.5729
C 0.0073 0.5967 -0.0595
F -0.1295 1.9258 -0.1746
F -0.0613 0.2669 1.3587
C -1.3208 -0.1050 -0.6323
N -1.8501 -1.3788 0.0275
H 1.8570 -1.1786 1.0371
H 1.5717 -2.1447 -0.4066
H 1.9274 0.8812 -0.1103
H 1.3743 0.0635 -1.5771
H -1.2544 -0.2587 -1.7084
H -2.1286 0.7992 -0.5286
H -1.4666 -1.2433 1.0905
H -1.2747 -2.0746 -0.6331
```

Taken from the natural (NBO) analysis, the atomic charges in e are: N -0.818; C -0.279; C 0.671; F -0.319; F -0.404; C -0.297; N -0.828; H 0.380; H 0.360; H 0.196; H 0.203; H 0.195; H 0.193; H 0.392; H 0.356

***

Below is C4H4O3 in the gas phase in a non-equilibrium geometry, with properties calculated with ωB97M-V with the def2-TZVPD basis set.

Highest occupied orbital energy = -9.781 eV
Structure (SMILES) = O=C=C(C=O)CO
Kohn-Sham gap = 9.86 eV
Max |F| = 3.7 eV Å⁻¹
DFT total energy = -380.47144 Ha
Lowest unoccupied orbital energy = 0.1 eV

```
11
C4H4O3 (ωB97M-V with the def2-TZVPD basis set)
O -2.9547 0.0643 -0.3313
C -1.7901 -0.0557 -0.1179
C -0.4778 -0.2138 0.0693
C 0.0569 -1.3185 0.8113
O 1.2551 -1.5594 0.6499
C 0.4856 0.8637 -0.6183
O 1.4017 1.3910 0.3183
H -0.6914 -1.9480 1.4598
H -0.3634 1.5245 -1.0021
H 0.8797 0.4105 -1.5985
H 2.1984 0.8415 0.3594
```

Taken from the natural (NBO) analysis, the atomic charges in e are: O -0.427; C 0.769; C -0.461; C 0.406; O -0.562; C -0.035; O -0.701; H 0.134; H 0.185; H 0.196; H 0.496

***

Below is a molecular structure, C14H33BIIrO3P2 in a non-equilibrium geometry, with properties calculated with ωB97M-V with the def2-TZVPD basis set.

Highest occupied orbital energy (alpha / beta) = -12.664 / -15.852 eV
Kohn-Sham gap (alpha / beta) = 7.02 / 5.52 eV
Expectation value of S² = 6.0101
Max |F| = 6.4 eV Å⁻¹
DFT total energy = -1887.91856 Ha
Net charge = +2
Spin multiplicity = 5
Lowest unoccupied orbital energy (alpha / beta) = -5.6 / -10.3 eV

```
55
C14H33BIIrO3P2 (ωB97M-V with the def2-TZVPD basis set)
C 0.3885 -0.0328 -2.3156
I -2.8180 -0.6229 -2.2431
H 1.4352 -0.1276 -1.9760
H 0.2459 0.8667 -2.9580
H 0.1555 -0.8040 -3.0964
Ir -0.7751 -0.0155 -0.6083
P 0.0587 2.1707 -0.4360
C -1.3873 3.2159 -0.7668
C 0.7577 2.8225 1.0941
H 1.2223 3.7901 0.8837
H 1.6093 3.6307 -1.5919
H 1.5250 2.1426 1.4719
H 2.2375 1.9755 -1.3965
H -2.1208 3.0757 0.0369
H -0.0230 2.9670 1.8441
C 1.3527 2.5732 -1.6217
H -1.0652 4.2625 -0.7966
H 1.0611 2.3728 -2.6471
H -1.8517 2.9435 -1.7211
P 0.0586 -2.1581 -0.1751
C -1.2772 -3.4180 -0.3412
C 1.3030 -2.5698 -1.4158
H 1.6880 -2.0025 1.6071
H 1.2515 -3.7018 1.2141
H 0.1365 -2.6947 2.1872
C 0.8657 -2.6844 1.3664
H 2.2012 -1.9755 -1.2082
H 1.5212 -3.6398 -1.4017
H -0.8435 -4.3991 -0.0741
H -1.6567 -3.4187 -1.3764
H 0.9561 -2.3381 -2.4267
H -2.0898 -3.1588 0.3603
C -2.4531 0.1609 0.2544
O -3.4830 0.2331 0.7851
C -1.9879 -0.7528 4.3575
C -1.1786 0.4373 3.8750
C -1.6894 1.6088 4.6806
O -1.4582 0.6918 2.4853
B -0.3790 0.2024 1.6763
O 0.7341 -0.0752 2.4934
C 0.3828 0.1933 3.8798
C 1.1650 1.4084 4.3370
C 0.8474 -0.9514 4.7310
H -3.0586 -0.6010 4.1390
H -1.9008 -0.8747 5.4555
H -1.7017 -1.7060 3.8792
H -2.7721 1.7287 4.5283
H -1.5176 1.4207 5.7569
H -1.2142 2.5549 4.3931
H 0.9457 1.6023 5.3941
H 2.2252 1.1695 4.2232
H 0.9574 2.2986 3.7386
H 0.4255 -1.9086 4.4238
H 1.9357 -1.0112 4.6559
H 0.5664 -0.7439 5.7695
```

Taken from the natural (NBO) analysis, the atomic charges in e are: C -0.975; I 0.493; H 0.250; H 0.226; H 0.225; Ir 0.301; P 1.226; C -0.964; C -0.980; H 0.277; H 0.282; H 0.277; H 0.265; H 0.269; H 0.274; C -0.968; H 0.280; H 0.263; H 0.262; P 1.182; C -0.937; C -0.971; H 0.281; H 0.271; H 0.260; C -0.950; H 0.260; H 0.279; H 0.275; H 0.257; H 0.263; H 0.260; C 0.420; O -0.385; C -0.639; C 0.242; C -0.630; O -0.866; B 0.981; O -0.865; C 0.246; C -0.631; C -0.629; H 0.238; H 0.245; H 0.202; H 0.239; H 0.237; H 0.218; H 0.244; H 0.230; H 0.205; H 0.214; H 0.233; H 0.241

***

Repeat the fifth record exactly.
Below is C4H4O3 in the gas phase in a non-equilibrium geometry, with properties calculated with ωB97M-V with the def2-TZVPD basis set.

Highest occupied orbital energy = -9.781 eV
Structure (SMILES) = O=C=C(C=O)CO
Kohn-Sham gap = 9.86 eV
Max |F| = 3.7 eV Å⁻¹
DFT total energy = -380.47144 Ha
Lowest unoccupied orbital energy = 0.1 eV

```
11
C4H4O3 (ωB97M-V with the def2-TZVPD basis set)
O -2.9547 0.0643 -0.3313
C -1.7901 -0.0557 -0.1179
C -0.4778 -0.2138 0.0693
C 0.0569 -1.3185 0.8113
O 1.2551 -1.5594 0.6499
C 0.4856 0.8637 -0.6183
O 1.4017 1.3910 0.3183
H -0.6914 -1.9480 1.4598
H -0.3634 1.5245 -1.0021
H 0.8797 0.4105 -1.5985
H 2.1984 0.8415 0.3594
```

Taken from the natural (NBO) analysis, the atomic charges in e are: O -0.427; C 0.769; C -0.461; C 0.406; O -0.562; C -0.035; O -0.701; H 0.134; H 0.185; H 0.196; H 0.496